[1]
This record from the Open Molecules 2025 dataset describes C11H5NO4Ti as an isolated structure. The level of theory is ωB97M-V/def2-TZVPD.

```
22
Properties=species:S:1:pos:R:3:forces:R:3:mulliken_charge:R:1
Ti 0.698283 0.206538 0.848560 -1.715 -1.361 -0.516 0.514
O -3.772285 -0.247684 -3.363591 3.737 -0.159 4.266 -0.162
C -2.996675 -0.275763 -2.485308 -3.689 0.180 -4.243 0.157
C 0.676173 1.562258 2.527468 -3.702 7.070 5.170 0.502
O 0.202265 2.442076 3.184807 3.616 -6.294 -4.410 -0.090
C 2.308533 -1.224682 0.446883 4.447 -7.031 -4.957 0.512
O 2.852245 -2.109691 -0.156171 -3.834 6.556 4.709 -0.091
C 0.477645 1.506004 -1.046060 1.547 3.633 -2.975 0.428
O 0.740683 2.322742 -1.812021 -1.360 -3.371 2.862 -0.029
N -0.958659 -1.223649 1.062115 -0.167 -1.171 1.073 -0.387
C -1.525028 -2.104100 1.604985 0.251 0.667 0.666 0.064
C -2.203115 -3.113950 2.456378 0.690 1.164 -1.102 0.840
C -2.256999 -4.430772 2.038239 -0.430 -2.717 -0.435 -0.379
C -2.901981 -5.426385 2.836686 0.225 1.268 0.347 -0.506
C -3.471264 -5.047680 4.095813 0.845 -0.368 -1.997 -0.426
C -3.424703 -3.711685 4.458817 -0.292 1.249 1.205 -0.450
C -2.781615 -2.735890 3.664596 -0.721 -0.174 1.068 -0.403
H -1.806016 -4.755659 1.075895 -0.398 0.383 0.787 0.365
H -2.965496 -6.473374 2.501401 0.175 0.723 0.110 0.396
H -3.925045 -5.813203 4.719364 -0.018 0.281 -0.049 0.417
H -3.921523 -3.405067 5.436157 0.862 -0.283 -1.474 0.332
H -2.748300 -1.703279 4.008418 -0.070 -0.246 -0.106 0.395
```
Positions in Å, forces in eV/Å.

Summary:
⟨S²⟩: 2.00
HOMO-LUMO gap (alpha / beta) (eV): 5.7 / 5.8
Multiplicity: 3
Total charge: +2

=====

[2]
This record from the Open Molecules 2025 dataset describes C11H62CdF6N2O27S2 as an isolated structure. The level of theory is ωB97M-V/def2-TZVPD.

```
111
Properties=species:S:1:pos:R:3:forces:R:3:mulliken_charge:R:1
Cd 9.483490 -17.783180 18.356030 -0.100 -0.147 -0.025 0.385
C 6.090700 -20.815490 22.662470 -0.929 2.507 -2.803 0.669
F 7.366760 -20.479370 22.622110 1.225 -0.653 0.386 -0.240
F 5.886750 -22.004990 22.126290 0.367 -0.259 1.220 -0.193
F 5.626200 -20.622800 23.866270 -0.171 -1.010 0.863 -0.202
S 5.236300 -19.483110 21.583850 -2.618 0.937 0.035 0.903
O 3.798810 -19.659770 21.883730 1.978 -0.847 -1.050 -0.593
O 5.609710 -18.188070 22.103420 1.854 -0.363 -0.664 -0.628
N 5.837390 -19.751100 19.931120 -2.627 -0.438 3.088 -0.451
S 4.720070 -20.784390 19.295380 0.871 -0.224 0.860 0.966
O 5.341150 -21.375420 18.148030 -0.229 0.399 -1.052 -0.660
O 4.148540 -21.752510 20.222910 -0.227 1.420 -1.281 -0.560
C 3.364200 -19.506530 18.632340 -0.673 -0.874 0.774 0.668
F 2.252720 -20.207630 18.276610 0.859 0.414 -0.078 -0.248
F 2.952240 -18.633550 19.589520 0.866 -0.617 -1.448 -0.200
F 3.824000 -18.850650 17.543710 -0.315 -0.362 1.044 -0.226
C 11.516250 -25.545530 17.140440 -0.313 2.083 -0.324 -1.579
C 12.888690 -24.954830 17.665800 1.151 -2.709 2.119 1.115
C 13.952120 -26.024220 17.243540 -0.695 1.209 -2.016 -1.095
C 14.278620 -25.907420 15.728210 1.622 -0.592 1.262 -0.541
C 14.923380 -24.558040 15.522980 -1.018 0.191 0.279 -1.206
C 13.921150 -23.395570 15.916000 3.275 -0.186 -0.672 1.332
N 13.306280 -23.586130 17.260640 -5.796 4.514 -0.406 0.562
O 12.487920 -22.439720 17.655450 4.599 -6.416 -1.546 -0.310
C 12.896890 -23.321940 14.775380 -1.344 1.373 0.247 -1.579
C 14.838280 -22.141610 15.936750 -1.080 1.415 -0.932 -1.584
C 12.932800 -25.096500 19.224990 -1.120 1.793 0.332 -1.596
H 10.731100 -24.853430 17.444810 -0.198 -0.133 0.127 0.442
H 11.280240 -26.543980 17.508550 0.535 0.200 0.355 0.446
H 11.453810 -25.587330 16.053040 0.328 -0.001 0.033 0.297
H 13.530850 -27.005230 17.463230 0.158 0.159 0.341 0.466
H 14.869900 -25.827340 17.797620 0.050 -0.336 -0.038 0.387
H 13.536250 -26.110150 14.956270 -0.431 -0.025 0.539 0.338
H 15.072580 -26.641790 15.592440 -0.034 -0.236 -0.414 0.350
H 15.158590 -24.494530 14.460550 -0.004 0.632 0.053 0.420
H 15.860290 -24.427340 16.064460 -0.062 -0.268 0.182 0.414
H 12.386180 -22.372590 14.936660 -0.450 -0.008 -0.047 0.451
H 12.131310 -24.093400 14.692650 0.247 -0.136 0.518 0.279
H 13.304800 -23.228070 13.768950 0.751 -0.177 0.336 0.394
H 15.808180 -22.154210 16.433990 -0.214 -0.719 0.093 0.353
H 14.361820 -21.205990 16.229500 -0.505 -0.281 0.704 0.421
H 14.985300 -21.858830 14.894390 0.528 -0.533 -0.254 0.424
H 12.595210 -24.164580 19.678480 -0.844 0.035 -0.082 0.476
H 13.885900 -25.138100 19.752220 0.463 -0.757 -0.827 0.342
H 12.253290 -25.891830 19.531300 0.288 0.033 0.064 0.377
O 17.348370 -27.662900 9.094950 -0.206 -0.085 -0.113 -0.635
H 17.233750 -27.616660 10.044130 -0.026 -0.023 0.224 0.311
H 18.193020 -27.242170 8.934430 0.230 0.108 -0.108 0.324
O 14.579860 -29.861920 24.427230 0.183 0.200 0.045 -0.634
H 14.873260 -30.761280 24.281300 0.089 -0.254 0.025 0.322
H 13.780550 -29.782780 23.906570 -0.239 0.059 -0.081 0.316
O 12.284980 -29.593370 9.580330 0.050 -0.186 0.097 -0.642
H 11.479310 -29.101330 9.738520 -0.267 0.083 0.064 0.320
H 12.887180 -28.952610 9.202160 0.217 0.116 -0.144 0.320
O 17.877770 -23.545580 20.847330 0.120 0.229 -0.146 -0.629
H 17.141900 -23.717650 20.259860 -0.164 -0.021 -0.133 0.297
H 17.845560 -24.256900 21.487040 0.055 -0.200 0.304 0.334
O 15.609990 -16.417180 9.967290 0.055 -0.092 -0.200 -0.635
H 14.739330 -16.552790 10.341170 -0.249 -0.018 0.047 0.316
H 16.153580 -16.160010 10.712010 0.200 0.092 0.155 0.319
O 18.833320 -20.159660 9.187890 0.154 -0.064 -0.124 -0.631
H 17.972900 -19.760320 9.059710 -0.226 0.143 -0.109 0.324
H 18.866480 -20.363460 10.122560 0.076 -0.060 0.227 0.307
O 21.620810 -22.502960 12.991740 -0.039 -0.156 -0.148 -0.635
H 21.665280 -21.549310 12.922480 0.053 0.278 -0.088 0.323
H 21.375450 -22.666270 13.902430 -0.018 -0.102 0.238 0.311
O 13.445860 -20.726300 6.209310 0.180 -0.095 -0.064 -0.638
H 12.619620 -21.107050 6.506920 -0.226 -0.174 0.040 0.316
H 13.405180 -19.812990 6.492930 0.036 0.254 0.026 0.320
O 12.517430 -15.589370 16.945780 -0.169 -0.197 0.079 -0.619
H 12.462140 -15.003270 16.191020 -0.091 0.166 -0.192 0.315
H 13.439670 -15.565640 17.201000 0.225 0.004 0.137 0.312
O 18.469690 -27.272600 23.889120 0.014 0.275 -0.020 -0.642
H 17.758540 -27.907890 23.972210 -0.262 -0.175 0.122 0.323
H 19.035260 -27.633420 23.206360 0.210 -0.093 -0.125 0.318
O 12.746670 -33.392000 14.614240 -0.194 -0.071 0.092 -0.634
H 12.884000 -32.475010 14.376550 -0.016 0.222 -0.113 0.314
H 13.629270 -33.749210 14.712500 0.208 -0.155 0.013 0.320
O 8.293230 -27.117130 11.273360 0.299 0.010 -0.113 -0.641
H 7.990760 -26.461710 11.901990 -0.079 0.169 0.176 0.317
H 7.504840 -27.606900 11.039240 -0.201 -0.170 -0.076 0.326
O 8.557850 -18.058630 14.429010 0.186 0.074 0.271 -0.627
H 8.455620 -18.923610 14.032030 -0.120 -0.265 -0.069 0.317
H 8.527860 -17.450520 13.690410 -0.057 0.185 -0.160 0.312
O 21.496430 -27.365690 16.180370 -0.008 -0.079 -0.219 -0.637
H 20.965550 -27.899980 16.771080 -0.085 -0.180 0.131 0.312
H 21.531750 -26.506350 16.600510 0.108 0.291 0.110 0.321
O 7.830080 -21.348020 10.571320 0.077 0.180 0.199 -0.638
H 8.530040 -21.664940 10.000490 0.181 -0.054 -0.200 0.319
H 7.138750 -22.005150 10.490860 -0.237 -0.122 -0.006 0.318
O 9.782910 -26.330380 27.015690 0.231 0.112 -0.016 -0.641
H 9.519410 -26.990540 27.656770 -0.042 -0.145 0.204 0.320
H 9.131530 -26.400150 26.317790 -0.178 0.049 -0.189 0.321
O 13.770940 -22.998240 28.008740 0.127 0.149 0.143 -0.638
H 12.886410 -23.364070 28.010030 -0.270 -0.080 0.031 0.325
H 14.200550 -23.411680 27.259920 0.128 -0.081 -0.171 0.312
O 20.865970 -17.327330 13.087800 -0.170 -0.215 -0.031 -0.643
H 21.148040 -17.178330 13.990270 0.066 0.031 0.238 0.320
H 21.263780 -16.612450 12.590890 0.097 0.162 -0.198 0.323
O 4.696450 -31.918060 16.451250 -0.096 0.198 -0.027 -0.636
H 4.440830 -32.796970 16.171270 -0.117 -0.213 -0.082 0.320
H 5.584240 -32.023810 16.793140 0.217 0.010 0.104 0.316
O 10.168060 -24.309900 7.359580 0.034 0.278 0.067 -0.632
H 10.054790 -24.883360 6.601590 -0.031 -0.105 -0.245 0.318
H 10.158040 -24.901690 8.111860 -0.014 -0.155 0.211 0.315
O 15.260310 -20.145140 22.159740 -0.073 0.121 0.100 -0.626
H 16.089430 -20.618830 22.093390 0.280 -0.128 0.052 0.326
H 14.773650 -20.402330 21.376640 -0.183 -0.013 -0.159 0.301
O 22.001900 -23.338370 18.399550 -0.018 -0.226 -0.189 -0.629
H 21.248210 -23.145180 18.957090 -0.221 0.016 0.210 0.313
H 22.482130 -22.511810 18.350310 0.191 0.178 -0.020 0.319
```
Positions in Å, forces in eV/Å.

Summary:
HOMO-LUMO gap (eV): 2.3
Multiplicity: 1